No. 1
2 unconnected molecules or ions with the total composition C2H7S2, computed with the ωB97M-V functional and the def2-TZVPD basis.

Computed properties:
HOMO energy: -2.205 eV
Total charge: -1
Relative energy (zero: lowest compared OMol25 entry of this formula, charge and spin): 19.4 kcal/mol
E_tot: -876.7791 Ha
Orbital gap: 0.2004 hartree
LUMO energy: 3.247 eV

The geometry in XYZ format:
```
11
C2H7S2 the ωB97M-V functional and the def2-TZVPD basis
S -0.16882 2.07278 1.87117
S 1.60907 -1.59609 -0.36648
C -0.95527 0.59549 1.18700
C 0.96917 -1.03422 -1.96703
H -0.57434 1.90107 3.13308
H -0.99896 -0.21703 1.91101
H -0.37674 0.10827 0.39434
H 1.70828 -0.47039 -2.55162
H 0.64306 -1.85366 -2.59424
H -1.95691 0.86040 0.85661
H 0.10146 -0.36661 -1.87384
```

No. 2
A molecular structure, C2HN2PS at a distorted geometry, computed with the ωB97M-V functional and the def2-TZVPD basis.

Computed properties:
HOMO energy (spin up / spin down): -7.678 / -9.810 eV
2S+1: 3
<S²>: 2.011
Relative energy (zero: lowest compared OMol25 entry of this formula, charge and spin): 34.6 kcal/mol
E_tot: -925.7045 Ha
Orbital gap (spin up / spin down): 0.2933 / 0.2523 hartree
LUMO energy (spin up / spin down): 0.305 / -2.944 eV

The geometry in XYZ format:
```
7
C2HN2PS the ωB97M-V functional and the def2-TZVPD basis
S -1.73840 -1.06839 -0.99394
P -0.06294 -1.08214 0.04755
N -0.54105 0.97033 1.07165
N 2.03590 -2.26408 -1.58211
C 1.07602 -1.85262 -1.09028
C -0.33632 2.02002 1.21097
H -0.43323 3.27688 1.33615
```

No. 3
A gas-phase ion, C6H12P (charge +1) at a distorted geometry, computed with the ωB97M-V functional and the def2-TZVPD basis.

Computed properties:
HOMO energy: -13.617 eV
Total charge: +1
Relative energy (zero: lowest compared OMol25 entry of this formula, charge and spin): 62.2 kcal/mol
E_tot: -576.8139 Ha
Orbital gap: 0.3158 hartree
LUMO energy: -5.024 eV

The geometry in XYZ format:
```
19
C6H12P the ωB97M-V functional and the def2-TZVPD basis
P 0.38364 -0.58434 0.27596
C 0.76137 1.79291 -0.71161
C 0.89416 -1.90955 -0.80201
C -1.30376 -0.16355 -0.23968
C 0.46215 -1.27935 1.95636
C -0.64311 2.20720 -0.50178
C -1.62413 1.11855 -0.45379
H 0.91690 1.28462 -1.56718
H 0.12026 -0.55457 2.64696
H 0.74930 -1.70563 -1.79756
H 0.12292 -2.36147 1.95313
H -1.01245 2.67734 -1.40622
H 1.65509 2.30695 -0.18039
H 0.54890 -2.85660 -0.34733
H -2.63774 1.37992 -0.52473
H -0.96806 2.93235 0.27961
H 1.50767 -1.27353 2.33730
H -1.95523 -1.02041 -0.33248
H 2.02214 -1.99081 -0.58456
```

Repeat the third record exactly.
A gas-phase ion, C6H12P (charge +1) at a distorted geometry, computed with the ωB97M-V functional and the def2-TZVPD basis.

Computed properties:
HOMO energy: -13.617 eV
Total charge: +1
Relative energy (zero: lowest compared OMol25 entry of this formula, charge and spin): 62.2 kcal/mol
E_tot: -576.8139 Ha
Orbital gap: 0.3158 hartree
LUMO energy: -5.024 eV

The geometry in XYZ format:
```
19
C6H12P the ωB97M-V functional and the def2-TZVPD basis
P 0.38364 -0.58434 0.27596
C 0.76137 1.79291 -0.71161
C 0.89416 -1.90955 -0.80201
C -1.30376 -0.16355 -0.23968
C 0.46215 -1.27935 1.95636
C -0.64311 2.20720 -0.50178
C -1.62413 1.11855 -0.45379
H 0.91690 1.28462 -1.56718
H 0.12026 -0.55457 2.64696
H 0.74930 -1.70563 -1.79756
H 0.12292 -2.36147 1.95313
H -1.01245 2.67734 -1.40622
H 1.65509 2.30695 -0.18039
H 0.54890 -2.85660 -0.34733
H -2.63774 1.37992 -0.52473
H -0.96806 2.93235 0.27961
H 1.50767 -1.27353 2.33730
H -1.95523 -1.02041 -0.33248
H 2.02214 -1.99081 -0.58456
```

Which formula does entry 1 have? C2H7S2

What did the second record say?
A molecular structure, C2HN2PS at a distorted geometry, computed with the ωB97M-V functional and the def2-TZVPD basis.

Computed properties:
HOMO energy (spin up / spin down): -7.678 / -9.810 eV
2S+1: 3
<S²>: 2.011
Relative energy (zero: lowest compared OMol25 entry of this formula, charge and spin): 34.6 kcal/mol
E_tot: -925.7045 Ha
Orbital gap (spin up / spin down): 0.2933 / 0.2523 hartree
LUMO energy (spin up / spin down): 0.305 / -2.944 eV

The geometry in XYZ format:
```
7
C2HN2PS the ωB97M-V functional and the def2-TZVPD basis
S -1.73840 -1.06839 -0.99394
P -0.06294 -1.08214 0.04755
N -0.54105 0.97033 1.07165
N 2.03590 -2.26408 -1.58211
C 1.07602 -1.85262 -1.09028
C -0.33632 2.02002 1.21097
H -0.43323 3.27688 1.33615
```

Among the records above, which one has the lowest E_tot? C2HN2PS